The following is a DFT calculation (wB97M-V/def2-TZVPD) of a 2-piece molecular cluster, C2F7N overall in a non-equilibrium geometry.

CARTESIAN COORDINATES (ANGSTROEM)
C1 2.16491 0.11102 0.04905
C2 -1.44960 -0.41034 -0.02688
N1 -1.23078 0.92700 -0.18530
F1 2.29286 1.33310 -0.44005
F2 2.46193 -0.03986 1.30026
F3 2.58776 -0.81442 -0.71732
F4 -2.22230 -1.02424 -0.93351
F5 -2.02086 -0.84419 1.17616
F6 -0.23554 -0.98587 -0.04700
F7 -2.35642 1.60598 -0.11641

## Properties
HOMO level (spin up / spin down) = -0.461 / -0.321 Eh
energy relative to the best compared isomer or geometry (same formula, charge and spin) = 38.86 kcal per mole

---

The following is a DFT calculation (wB97M-V/def2-TZVPD) of a 2-piece molecular cluster, C2FN3 overall in a non-equilibrium geometry.

CARTESIAN COORDINATES (ANGSTROEM)
C1 0.39584 -1.30309 1.19918
C2 -0.26065 -1.07298 -0.06256
N1 1.11187 -1.33064 2.13525
N2 0.59531 2.05252 -1.45098
N3 -0.28463 2.61352 -1.81091
F1 -1.55773 -0.95933 -0.00998

## Properties
HOMO level = -0.387 Eh
energy relative to the best compared isomer or geometry (same formula, charge and spin) = 4.96 kcal per mole

---

The following is a DFT calculation (wB97M-V/def2-TZVPD) of one molecule with the formula C2FN3OS in a non-equilibrium geometry.

CARTESIAN COORDINATES (ANGSTROEM)
F1 -0.42586 0.87254 -2.31681
C1 -0.13887 0.28020 -1.14967
N1 -0.45503 0.91977 -0.09345
C2 -0.14303 0.28900 1.07420
S1 -0.52099 1.04978 2.54712
N2 0.47414 -0.95421 1.11148
N3 0.74967 -1.51811 0.03455
O1 0.45996 -0.93897 -1.20743

## Properties
HOMO level = -0.346 Eh
energy relative to the best compared isomer or geometry (same formula, charge and spin) = 12.19 kcal per mole
SMILES string = Fc1nc(=S)nno1

---

The following is a DFT calculation (wB97M-V/def2-TZVPD) of C2FeO4 as an isolated structure in a non-equilibrium geometry.

CARTESIAN COORDINATES (ANGSTROEM)
O1 1.04578 2.09151 -2.53644
C1 0.71758 1.77293 -1.48529
O2 0.38550 0.93387 -0.65872
O3 0.54473 -1.73984 1.43031
C2 -0.49438 -1.27251 2.08312
O4 -1.49781 -1.06147 1.27222
Fe1 -0.14662 -0.92120 -0.17918

## Properties
HOMO level (spin up / spin down) = -0.275 / -0.262 Eh
spin multiplicity = 5
energy relative to the best compared isomer or geometry (same formula, charge and spin) = 0.00 kcal per mole

---

The following is a DFT calculation (wB97M-V/def2-TZVPD) of C2H10MnN2O7P2 as an isolated structure.

CARTESIAN COORDINATES (ANGSTROEM)
Mn1 0.02792 0.77482 -0.35740
O1 -2.85877 -1.15295 0.04970
P1 -2.73789 -0.16245 -1.21701
O2 -4.02748 0.04844 -1.86938
O3 -1.87546 0.98241 -0.68770
O4 -1.73947 -0.99572 -2.23550
P2 -0.14579 -0.92447 -2.09635
O5 0.33820 -1.92964 -3.21628
O6 0.36826 0.46912 -2.36137
O7 0.24955 -1.30540 -0.67859
H1 -3.66429 -1.67796 -0.01747
H2 -0.17345 -2.74559 -3.25307
N1 2.04985 0.68840 0.08240
C1 2.23253 0.99373 1.51319
C2 1.06429 0.40209 2.28360
N2 -0.19967 0.88153 1.68704
H3 2.22575 -0.29503 -0.11585
H4 2.65681 1.23785 -0.51466
H5 2.24285 2.07916 1.62806
H6 3.17196 0.60557 1.91546
H7 1.14885 0.65040 3.34333
H8 1.07717 -0.68405 2.18283
H9 -0.45800 1.80074 2.03055
H10 -0.97372 0.25901 1.90448

## Properties
HOMO level (spin up / spin down) = -0.329 / -0.306 Eh
spin multiplicity = 2

---

The following is a DFT calculation (wB97M-V/def2-TZVPD) of a 2-piece molecular cluster, C2H10N2 overall in a non-equilibrium geometry.

CARTESIAN COORDINATES (ANGSTROEM)
N1 -1.83325 -0.18109 1.72795
H1 -2.24883 0.01132 2.61917
H2 -2.44906 0.38200 1.10651
H3 -2.17282 -1.18203 1.48877
C1 1.75774 0.55340 -0.30970
C2 0.90147 -0.33191 -1.20887
N2 -0.51842 -0.24887 -0.96346
H4 1.17608 1.48781 -0.31597
H5 2.72510 0.67557 -0.61977
H6 1.88515 0.21683 0.86581
H7 1.26966 -1.31160 -1.11968
H8 1.09041 -0.01855 -2.22274
H9 -0.88984 0.67449 -1.05218
H10 -0.69339 -0.72736 0.00414

## Properties
HOMO level (spin up / spin down) = 0.048 / -0.183 Eh
spin multiplicity = 2
energy relative to the best compared isomer or geometry (same formula, charge and spin) = 17.95 kcal per mole
charge = -1

---

The following is a DFT calculation (wB97M-V/def2-TZVPD) of a 2-piece molecular cluster, C2H10N2 overall in a non-equilibrium geometry.

CARTESIAN COORDINATES (ANGSTROEM)
C1 0.83425 -0.71174 -1.95402
N1 0.07656 -0.48752 -0.72408
C2 0.97175 -0.22755 0.39218
H1 1.54202 0.11989 -1.94575
H2 1.48552 -1.59894 -2.01612
H3 0.23437 -0.67445 -2.85853
H4 -0.42612 -1.33816 -0.48509
H5 1.75622 -0.99581 0.48131
H6 0.50484 -0.26483 1.37921
H7 1.45982 0.74365 0.29870
N2 -2.20684 1.44705 1.63236
H8 -2.55662 1.82259 2.51680
H9 -2.45497 0.46825 1.61720
H10 -1.22079 1.69756 1.66584

## Properties
HOMO level = -0.331 Eh
energy relative to the best compared isomer or geometry (same formula, charge and spin) = 14.30 kcal per mole
SMILES string = CNC.N

---

The following is a DFT calculation (wB97M-V/def2-TZVPD) of a 2-piece molecular cluster, C2H10N2O overall in a non-equilibrium geometry.

CARTESIAN COORDINATES (ANGSTROEM)
C1 0.50946 -1.44915 0.46961
N1 0.45098 -0.47488 -0.61605
C2 -0.75594 0.31522 -0.69388
N2 -1.92079 -0.45276 -1.06447
H1 1.58240 -1.59511 0.64800
H2 0.22838 -0.98694 1.43300
H3 0.13061 -2.43421 0.21527
H4 1.22484 0.16105 -0.42638
H5 -0.62628 1.12679 -1.41072
H6 -0.99388 0.72265 0.30550
H7 -1.84116 -1.02434 -1.88485
H8 -2.43595 -0.96865 -0.37054
O1 1.52953 1.74929 1.39205
H9 1.25468 2.09752 2.25966
H10 1.32084 2.47642 0.80174

## Properties
HOMO level = -0.318 Eh
energy relative to the best compared isomer or geometry (same formula, charge and spin) = 15.45 kcal per mole
SMILES string = CNCN.O

---

The following is a DFT calculation (wB97M-V/def2-TZVPD) of a 2-piece molecular cluster, C2H10N2O overall in a non-equilibrium geometry.

CARTESIAN COORDINATES (ANGSTROEM)
C1 0.29882 -1.50672 0.72044
N1 -1.11621 -1.16050 0.58292
C2 -1.35263 0.27005 0.40221
N2 -1.17745 0.78072 -0.93227
H1 0.47455 -1.84164 1.74465
H2 0.57691 -2.22152 -0.06458
H3 1.00492 -0.68874 0.56427
H4 -1.61000 -1.72072 -0.08588
H5 -0.56259 0.74987 0.99681
H6 -2.19716 0.61412 0.99676
H7 -1.87571 0.66534 -1.65984
H8 -0.36760 0.46887 -1.45133
O1 3.00633 1.88668 -0.58823
H9 2.36912 2.59168 -0.33380
H10 2.52868 1.11250 -0.89213

## Properties
HOMO level = -0.315 Eh
energy relative to the best compared isomer or geometry (same formula, charge and spin) = 24.52 kcal per mole
SMILES string = CNCN.O

---

The following is a DFT calculation (wB97M-V/def2-TZVPD) of a 2-piece molecular cluster, C2H10N2O overall in a non-equilibrium geometry.

CARTESIAN COORDINATES (ANGSTROEM)
N1 1.41470 1.74079 1.29025
C1 0.20013 1.79266 0.52140
C2 -0.52991 0.44137 0.51420
N2 -0.22019 -0.28994 -0.70192
H1 2.03706 2.51009 1.08578
H2 1.93245 0.89882 1.07187
H3 0.30392 2.08012 -0.52509
H4 -0.48195 2.57598 0.85751
H5 -0.10630 -0.10706 1.35023
H6 -1.60645 0.57646 0.66019
H7 -0.66544 0.13798 -1.51194
H8 -0.55604 -1.24250 -0.69262
O1 -0.90297 -3.48736 -1.31987
H9 -0.74163 -4.33209 -1.74948
H10 -0.07739 -3.29531 -0.85051

## Properties
HOMO level = -0.332 Eh
energy relative to the best compared isomer or geometry (same formula, charge and spin) = 10.06 kcal per mole
SMILES string = NCCN.O

---

The following is a DFT calculation (wB97M-V/def2-TZVPD) of a 2-piece molecular cluster, C2H10N2O overall in a non-equilibrium geometry.

CARTESIAN COORDINATES (ANGSTROEM)
N1 -1.27198 0.95511 1.08091
C1 -0.53724 1.02928 -0.11783
C2 -0.75604 -0.34058 -0.88251
N2 0.25260 -0.67142 -1.82673
H1 -2.27521 0.89915 0.89728
H2 -1.14818 1.69395 1.75864
H3 0.52584 1.12478 0.14842
H4 -0.75535 1.88160 -0.76289
H5 -0.84897 -1.13507 -0.15766
H6 -1.70760 -0.33594 -1.40951
H7 0.16981 -0.07373 -2.64134
H8 1.19689 -0.76657 -1.45750
H9 1.65411 -1.58266 1.54492
H10 2.89047 -1.00194 2.22731
O1 2.61085 -1.67596 1.59847

## Properties
HOMO level (spin up / spin down) = -0.545 / -0.532 Eh
spin multiplicity = 2
energy relative to the best compared isomer or geometry (same formula, charge and spin) = 14.58 kcal per mole
charge = +1

---

The following is a DFT calculation (wB97M-V/def2-TZVPD) of a 3-piece molecular cluster, C2H10N2O2 overall in a non-equilibrium geometry.

CARTESIAN COORDINATES (ANGSTROEM)
C1 -0.96093 -1.95582 0.82136
N1 -0.12556 -0.83207 0.45002
C2 0.75924 -0.92986 -0.44926
N2 0.75725 -1.83531 -1.47645
H1 -0.65013 -2.86407 0.29047
H2 -0.87084 -2.16602 1.87525
H3 -2.01614 -1.77903 0.62366
H4 1.62327 -0.26975 -0.48072
H5 1.48499 -1.74078 -2.15675
H6 -0.09607 -2.28377 -1.74687
O1 -0.18060 1.80420 1.10265
H7 0.31114 2.07561 1.88597
H8 -0.04407 0.81935 1.07391
O2 0.11932 3.91597 -0.97734
H9 -0.03592 3.27442 -0.26254
H10 -0.07494 4.76694 -0.57335

## Properties
HOMO level = -0.341 Eh
energy relative to the best compared isomer or geometry (same formula, charge and spin) = 9.36 kcal per mole
SMILES string = C/N=C\N.O.O

---

The following is a DFT calculation (wB97M-V/def2-TZVPD) of a 3-piece molecular cluster, C2H10N2O2 overall in a non-equilibrium geometry.

CARTESIAN COORDINATES (ANGSTROEM)
C1 -1.76510 1.53538 0.10777
N1 -0.72610 0.58964 -0.11759
C2 -0.09563 0.20107 0.92455
N2 -0.08264 0.71687 2.22019
H1 -2.45031 1.75576 -0.72537
H2 -1.54592 2.54498 0.52043
H3 -2.57503 1.18914 0.87680
H4 0.61107 -0.65666 0.88273
H5 0.89305 0.73346 2.51666
H6 -0.52856 1.60916 2.38137
O1 0.28003 -0.77076 -2.30145
H7 -0.43293 -1.39101 -2.47223
H8 0.08136 -0.29560 -1.45606
O2 2.02088 -1.92739 -0.38593
H9 2.96800 -1.93363 -0.54518
H10 1.60120 -1.71041 -1.24188

## Properties
HOMO level = -0.354 Eh
energy relative to the best compared isomer or geometry (same formula, charge and spin) = 13.24 kcal per mole
SMILES string = C/N=C\N.O.O

---

The following is a DFT calculation (wB97M-V/def2-TZVPD) of a 3-piece molecular cluster, C2H10N2O2 overall in a non-equilibrium geometry.

CARTESIAN COORDINATES (ANGSTROEM)
C1 -1.54501 -0.45166 -0.97643
N1 -0.89729 -0.23744 0.31789
C2 -0.57039 0.95300 0.59390
N2 -0.96369 2.10049 -0.08401
H1 -2.58865 -0.13113 -0.96692
H2 -1.46660 -1.51092 -1.19078
H3 -1.06198 0.11101 -1.79019
H4 -0.13547 1.16776 1.57039
H5 -0.43276 2.92754 0.16752
H6 -0.90331 2.05809 -1.09121
O1 1.83388 -1.36311 2.15567
H7 2.33729 -0.90009 1.48527
H8 0.89959 -1.33496 1.92842
O2 1.97681 -0.76589 -0.64779
H9 1.05468 -1.02573 -0.76134
H10 2.46290 -1.59694 -0.71039

## Properties
HOMO level = -0.361 Eh
energy relative to the best compared isomer or geometry (same formula, charge and spin) = 11.63 kcal per mole
SMILES string = C/N=C\N.O.O

---

The following is a DFT calculation (wB97M-V/def2-TZVPD) of a 3-piece molecular cluster, C2H10N2O2 overall in a non-equilibrium geometry.

CARTESIAN COORDINATES (ANGSTROEM)
C1 -1.93492 -3.03083 0.00454
N1 -0.84433 -2.43389 -0.66108
C2 -0.86715 -1.18781 -0.99087
N2 -1.96128 -0.30869 -0.79291
H1 -2.88920 -2.83449 -0.51380
H2 -1.86652 -2.62972 1.01084
H3 -1.89229 -4.10089 0.12177
H4 0.03439 -0.77628 -1.50848
H5 -1.98770 0.39985 -1.42288
H6 -2.84404 -0.46648 -0.30431
O1 1.93929 2.05648 2.05363
H7 1.45758 1.62809 1.41130
H8 2.50118 2.72100 1.56639
O2 3.51703 3.67790 0.35559
H9 3.23084 4.07382 -0.48111
H10 4.40711 3.21194 0.15139

## Properties
HOMO level = -0.333 Eh
energy relative to the best compared isomer or geometry (same formula, charge and spin) = 27.64 kcal per mole
SMILES string = C/N=C\N.O.O

---

The following is a DFT calculation (wB97M-V/def2-TZVPD) of a 4-piece molecular cluster, C2H10N2O3 overall in a non-equilibrium geometry.

CARTESIAN COORDINATES (ANGSTROEM)
O1 2.03834 -0.35633 1.02320
C1 2.67609 0.47415 0.35325
N1 2.20162 1.09646 -0.74683
C2 -0.87765 1.29695 -0.05704
N2 -2.08506 1.20936 0.64890
H1 3.74186 0.60244 0.59583
H2 2.96341 1.40333 -1.40435
H3 -1.01785 2.27475 -0.59139
H4 0.07330 1.32228 0.54850
H5 -2.81891 1.80241 0.26022
H6 -0.75051 0.61882 -0.93549
H7 -1.25617 -1.80989 -0.60774
H8 0.16372 -1.69585 -1.17798
O2 -0.72319 -1.93165 -1.46852
H9 -2.92123 -2.07326 0.75467
H10 -2.34585 0.17568 0.69690
O3 -2.24495 -1.38552 0.54146

## Properties
HOMO level = -0.327 Eh
energy relative to the best compared isomer or geometry (same formula, charge and spin) = 220.18 kcal per mole

---

The following is a DFT calculation (wB97M-V/def2-TZVPD) of a 2-piece molecular cluster, C2H10N2S overall in a non-equilibrium geometry.

CARTESIAN COORDINATES (ANGSTROEM)
N1 -1.53404 -3.30364 -2.92932
C1 -2.19841 -2.64266 -1.77829
N2 -2.37195 -1.16827 -1.54689
H1 -1.62847 -4.28401 -2.74471
H2 -0.39030 -3.24094 -2.81916
H3 -1.47419 -2.99093 -0.96482
H4 -3.15488 -3.14619 -1.76634
H5 -2.49059 -0.76061 -2.52678
H6 -3.19810 -0.80262 -1.11405
C2 3.27803 3.35278 2.70629
S1 2.08285 3.91931 3.99715
H7 3.84763 2.66222 3.31254
H8 3.98665 4.14645 2.47193
H9 2.84809 2.95622 1.82565
H10 2.39768 5.30286 3.87680

## Properties
HOMO level = -0.332 Eh
energy relative to the best compared isomer or geometry (same formula, charge and spin) = 46.76 kcal per mole
SMILES string = NCN.CS

---

The following is a DFT calculation (wB97M-V/def2-TZVPD) of C2H10N2S as an isolated structure in a non-equilibrium geometry.

CARTESIAN COORDINATES (ANGSTROEM)
N1 1.47803 -1.63397 0.19790
C1 0.83072 -0.44481 -0.35240
C2 -0.68184 -0.62820 -0.44690
N2 -1.24034 0.51710 -1.18057
H1 0.05532 0.71551 1.58701
H2 1.73402 -1.60397 1.17152
H3 2.19340 -2.04845 -0.37073
H4 1.20101 0.49598 0.06260
H5 1.13493 -0.44167 -1.40697
H6 -0.88444 -1.55890 -0.98603
H7 -1.18192 -0.69233 0.52860
H8 -2.22545 0.38359 -1.37332
H9 -1.16684 1.36816 -0.60593
S1 -0.96254 2.20785 1.56241
H10 -0.28407 3.36412 1.61280

## Properties
HOMO level = -0.328 Eh
energy relative to the best compared isomer or geometry (same formula, charge and spin) = 56.33 kcal per mole

---

The following is a DFT calculation (wB97M-V/def2-TZVPD) of a 2-piece molecular cluster, C2H10N2S2 overall in a non-equilibrium geometry.

CARTESIAN COORDINATES (ANGSTROEM)
C1 5.07705 0.73929 -2.51073
S1 4.14387 -0.43968 -1.49647
S2 2.17514 0.33714 -1.72836
H1 4.95686 0.22650 -3.38116
H2 4.83200 1.79200 -2.54391
H3 6.08094 0.84477 -2.18712
H4 1.90245 -0.01742 -3.04713
N1 -2.83226 -1.05054 0.78177
C2 -3.53553 -0.83822 2.14175
N2 -3.43932 0.38844 2.95059
H5 -2.99515 -0.44542 0.00119
H6 -1.77578 -0.94061 0.89761
H7 -3.13001 -1.55366 2.79639
H8 -4.57281 -0.98371 1.97724
H9 -4.26881 0.96723 2.76668
H10 -2.61866 0.97390 2.58165

## Properties
HOMO level = -0.336 Eh
energy relative to the best compared isomer or geometry (same formula, charge and spin) = 31.79 kcal per mole
SMILES string = CSS.NCN

---

The following is a DFT calculation (wB97M-V/def2-TZVPD) of an isolated ion of composition C2H10N3 and charge +1 in a non-equilibrium geometry.

CARTESIAN COORDINATES (ANGSTROEM)
N1 0.08174 1.55247 -0.88151
C1 -0.39425 1.37640 0.47626
N2 -0.66186 -0.10730 0.68946
C2 0.62157 -1.04356 0.45972
N3 0.31836 -1.82664 -0.65778
H1 -0.61424 1.97341 -1.47745
H2 1.00513 1.90752 -1.07844
H3 0.28634 1.76890 1.21732
H4 -1.29840 2.00684 0.39944
H5 -1.23822 -0.33770 -0.12207
H6 -1.15097 -0.21182 1.57804
H7 1.44598 -0.37490 0.25715
H8 0.76121 -1.54569 1.41453
H9 -0.00710 -2.77180 -0.52466
H10 0.84230 -1.69956 -1.51252

## Properties
HOMO level = -0.519 Eh
energy relative to the best compared isomer or geometry (same formula, charge and spin) = 30.85 kcal per mole
SMILES string = NC[NH2+]CN
charge = +1